Record 1
{"formula": "C8H10O3", "method": "ωB97M-V with the def2-TZVPD basis set", "de_lowest_kcal_mol": 187.7, "energy_ev": -14592.242, "gap_ev": 8.446, "charge": 0, "species": ["C", "C", "C", "C", "C", "C", "C", "C", "O", "O", "O", "H", "H", "H", "H", "H", "H", "H", "H", "H", "H"], "xyz": [[-0.23236, -1.16726, -0.37420], [-3.44335, -1.11713, 0.39249], [1.71430, -0.30244, -0.72895], [2.34169, 0.07954, 0.41567], [0.24314, 0.08827, -0.91403], [-0.62393, 0.14616, 0.31808], [-2.00745, 0.90987, 0.27732], [3.82835, -0.07977, 0.60578], [-3.17695, 0.12294, -0.11219], [-4.44070, -1.55712, -0.36674], [-2.05209, 1.96293, -0.57236], [2.10130, -0.95574, -1.56190], [1.84597, 0.79733, 1.00765], [-0.04759, 0.80783, -1.68555], [-0.22618, 0.23176, 1.43088], [-2.15002, 1.33344, 1.25267], [4.45379, 0.34951, -0.12452], [4.03095, 0.22894, 1.60283], [4.06672, -1.13914, 0.60900], [-4.63939, -2.40610, -0.13652], [-1.58619, 1.66619, -1.33539]]}


Record 2
{"formula": "C17H36BrIN2O6PS2", "method": "ωB97M-V with the def2-TZVPD basis set", "energy_ev": -142569.042, "gap_ev": 6.760, "charge": 1, "species": ["C", "C", "C", "N", "P", "C", "C", "C", "I", "O", "N", "O", "C", "Br", "C", "C", "H", "H", "H", "H", "H", "H", "H", "H", "H", "H", "H", "H", "H", "H", "H", "H", "H", "H", "H", "H", "C", "C", "C", "S", "O", "O", "C", "H", "H", "H", "H", "H", "H", "H", "H", "C", "C", "C", "S", "O", "O", "C", "H", "H", "H", "H", "H", "H", "H", "H"], "xyz": [[-2.67898, -4.01033, -3.65393], [-1.46751, -2.93823, -3.76206], [-1.18511, -2.41757, -2.24791], [0.27931, -2.47712, -1.91185], [0.58005, -3.29879, -0.37475], [2.43161, -3.74561, -0.43123], [2.70261, -4.63298, -1.75739], [3.21397, -6.11182, -1.41530], [4.21923, -3.72033, -3.06297], [-0.26885, -4.77955, -0.32391], [-0.35826, -5.31004, 0.94371], [0.66120, -5.81748, 1.29248], [0.35635, -2.20386, 1.14656], [0.84002, -0.30526, 0.69794], [-1.05126, -2.32483, 1.89439], [-2.33614, -2.05592, 0.98213], [-2.96267, -4.45702, -4.65550], [-2.29057, -4.81470, -2.92737], [-3.54708, -3.50811, -3.10873], [-0.52035, -3.46148, -4.10683], [-1.75452, -2.04334, -4.39758], [-1.78243, -3.09495, -1.55933], [-1.56008, -1.33848, -2.13453], [0.71915, -1.54515, -1.90712], [3.01174, -2.76927, -0.58054], [2.76372, -4.30116, 0.51063], [1.73478, -4.66785, -2.37073], [2.30073, -6.80509, -1.47496], [4.02178, -6.48347, -2.13640], [3.68368, -6.11997, -0.37362], [1.15955, -2.53326, 1.89908], [-1.15668, -3.32946, 2.42488], [-1.05272, -1.51809, 2.71012], [-3.16816, -1.69772, 1.67752], [-2.15713, -1.29872, 0.15343], [-2.66408, -3.04115, 0.50905], [3.50562, 3.19884, 3.55020], [2.89784, 4.24862, 4.48265], [1.63186, 4.78251, 3.80931], [1.02091, 3.45936, 2.77194], [1.11756, 3.87076, 1.38840], [-0.20657, 2.93836, 3.33321], [2.34571, 2.31356, 3.11368], [4.28719, 2.61988, 4.04603], [3.95007, 3.69073, 2.67902], [2.63804, 3.78090, 5.43769], [3.60126, 5.05640, 4.69462], [0.86746, 5.04929, 4.53966], [1.84952, 5.63908, 3.16905], [2.56533, 1.72393, 2.22400], [2.02023, 1.66117, 3.92714], [-2.61245, 4.59297, -0.03295], [-1.22879, 4.90619, -0.60590], [-1.22903, 4.46499, -2.07078], [-2.92423, 4.58687, -2.63031], [-3.40575, 3.25651, -2.93140], [-3.03948, 5.67757, -3.57262], [-3.61241, 5.09737, -1.06533], [-2.76562, 5.06660, 0.93880], [-2.72234, 3.51120, 0.09685], [-1.04477, 5.98384, -0.54524], [-0.43707, 4.40570, -0.04530], [-0.59920, 5.10740, -2.68688], [-0.91447, 3.42514, -2.17570], [-4.60906, 4.67414, -0.94286], [-3.66422, 6.18825, -1.06435]]}


Record 3
{"formula": "C5H5NO2S", "method": "ωB97M-V with the def2-TZVPD basis set", "de_lowest_kcal_mol": 29.8, "smiles": "O=C(NO)c1cccs1", "energy_ev": -21684.843, "gap_ev": 9.717, "charge": 0, "species": ["C", "C", "C", "C", "C", "H", "H", "H", "H", "H", "N", "O", "O", "S"], "xyz": [[1.36873, 0.13165, -0.19410], [-0.12589, 0.02564, -0.13268], [-0.97193, 1.06150, 0.05332], [-2.35183, 0.68659, 0.06943], [-2.50698, -0.65140, -0.06494], [3.50943, 0.19432, -0.01449], [1.81864, -1.62321, 0.83178], [-0.67314, 2.08259, 0.18438], [-3.17497, 1.37902, 0.23016], [-3.42078, -1.20468, -0.20976], [2.10806, -0.98952, 0.11250], [3.46186, -0.78624, 0.00744], [1.96227, 1.16976, -0.53564], [-1.00348, -1.47602, -0.33740]]}


Record 4
{"formula": "C4H16BaO4", "method": "ωB97M-V with the def2-TZVPD basis set", "de_lowest_kcal_mol": 7.9, "spin_multiplicity": 2, "energy_ev": -13283.254, "gap_ev": [4.334, 11.728], "charge": 1, "species": ["Ba", "C", "O", "H", "H", "H", "H", "C", "O", "H", "H", "H", "H", "C", "O", "H", "H", "H", "H", "C", "O", "H", "H", "H", "H"], "xyz": [[-0.79769, 0.38624, 0.66543], [-0.75476, -2.07342, -1.88960], [0.20517, -1.39929, -1.23541], [-1.07966, -1.53928, -2.78248], [-0.37454, -3.03471, -2.23519], [-1.71525, -2.29320, -1.42349], [0.93483, -1.33536, -1.85598], [0.98438, 3.80390, 0.79879], [0.04041, 2.97908, 0.14142], [1.33934, 3.39081, 1.74296], [1.88940, 3.81846, 0.19147], [0.58488, 4.80852, 0.93752], [-0.27895, 3.44728, -0.63343], [2.49606, 0.87119, -0.51110], [1.98261, 0.66217, 0.82214], [3.03415, -0.04328, -0.76070], [1.66777, 0.90938, -1.21861], [3.10514, 1.75070, -0.71987], [2.71280, 0.97832, 1.35922], [-2.48903, -2.98311, 1.25886], [-2.80942, -1.53647, 1.46003], [-2.59345, -3.48685, 2.21981], [-3.20098, -3.41969, 0.55841], [-1.47363, -3.15365, 0.90112], [-3.40967, -1.50772, 2.20868]]}